No. 1
{"formula": "C22H46N5O4S4", "method": "wB97M-V/def2-TZVPD", "species": ["C", "C", "C", "C", "C", "C", "C", "C", "N", "C", "N", "C", "C", "C", "C", "S", "C", "N", "N", "C", "O", "C", "N", "H", "H", "H", "H", "H", "H", "H", "H", "H", "H", "H", "H", "H", "H", "H", "H", "H", "H", "H", "H", "H", "H", "H", "H", "H", "H", "H", "H", "C", "S", "O", "C", "H", "H", "H", "H", "H", "H", "C", "S", "O", "C", "H", "H", "H", "H", "H", "H", "C", "S", "O", "C", "H", "H", "H", "H", "H", "H"], "coordinates": [[2.58, -4.80, -0.19], [3.90, -4.82, -0.96], [4.60, -3.45, -1.02], [4.86, -2.90, -2.44], [4.11, -1.60, -2.74], [4.60, -0.41, -1.91], [3.97, 0.92, -2.37], [3.46, 1.78, -1.22], [2.05, 1.48, -0.91], [1.54, 1.26, 0.28], [0.25, 0.93, 0.12], [-0.68, 0.49, 1.16], [-1.05, -0.99, 1.00], [-2.54, -1.21, 0.70], [-2.80, -2.65, 0.25], [-2.30, -2.89, -1.49], [-3.87, -3.06, -2.22], [-4.62, -4.12, -2.28], [-5.76, -3.74, -2.99], [-5.59, -2.50, -3.30], [-4.43, -1.99, -2.86], [0.03, 1.00, -1.23], [1.11, 1.34, -1.87], [2.04, -5.74, -0.31], [1.94, -3.98, -0.53], [2.75, -4.68, 0.89], [3.70, -5.19, -1.97], [4.57, -5.56, -0.50], [3.99, -2.73, -0.46], [5.55, -3.52, -0.48], [5.94, -2.75, -2.60], [4.54, -3.65, -3.17], [3.05, -1.78, -2.54], [4.21, -1.36, -3.80], [4.38, -0.58, -0.85], [5.69, -0.35, -2.01], [3.13, 0.70, -3.04], [4.67, 1.51, -2.95], [3.55, 2.85, -1.39], [3.99, 1.53, -0.29], [2.07, 1.31, 1.22], [-0.19, 0.68, 2.12], [-1.57, 1.13, 1.12], [-0.76, -1.54, 1.89], [-0.47, -1.40, 0.16], [-2.84, -0.53, -0.11], [-3.13, -0.98, 1.59], [-2.22, -3.35, 0.85], [-3.84, -2.91, 0.37], [-6.26, -1.87, -3.86], [-0.93, 0.78, -1.68], [2.78, 7.35, -0.39], [1.83, 5.83, -0.36], [2.66, 4.79, 0.31], [1.92, 5.52, -2.13], [2.88, 7.70, 0.64], [3.76, 7.16, -0.81], [2.24, 8.10, -0.98], [2.96, 5.45, -2.43], [1.41, 6.32, -2.67], [1.41, 4.57, -2.33], [-3.57, 5.08, 2.22], [-2.60, 4.20, 1.00], [-3.18, 2.83, 0.87], [-1.13, 4.01, 2.00], [-4.55, 5.26, 1.79], [-3.65, 4.48, 3.12], [-3.08, 6.03, 2.43], [-1.38, 3.49, 2.93], [-0.70, 4.99, 2.22], [-0.41, 3.43, 1.43], [-4.56, -3.23, 5.45], [-5.21, -4.08, 4.01], [-4.04, -4.59, 3.24], [-5.78, -2.60, 3.16], [-4.12, -3.98, 6.10], [-3.80, -2.52, 5.13], [-5.37, -2.72, 5.97], [-4.93, -1.93, 3.01], [-6.55, -2.11, 3.74], [-6.18, -2.91, 2.20]], "mulliken_charge": [-1.182, -0.480, -0.453, -0.914, -0.715, -0.324, -1.049, -0.753, 1.100, -0.073, 0.266, -0.574, -0.651, -0.154, -0.817, -0.173, 0.410, -0.265, -0.366, 0.020, -0.222, -0.436, -0.801, 0.398, 0.217, 0.310, 0.329, 0.305, 0.200, 0.343, 0.424, 0.441, 0.199, 0.435, 0.274, 0.383, 0.499, 0.485, 0.103, 0.402, 0.419, 0.388, 0.132, 0.371, 0.177, 0.303, 0.217, 0.511, 0.291, 0.412, 0.598, -1.034, 0.600, -0.610, -0.975, 0.325, 0.321, 0.390, 0.324, 0.444, 0.232, -0.975, 0.488, -0.611, -0.558, 0.350, 0.304, 0.375, 0.387, 0.440, -0.203, -0.873, 0.482, -0.587, -0.625, 0.322, 0.249, 0.356, -0.020, 0.411, 0.312], "relative_energy_kj_mol": 0.0, "charge": 1, "energy_ha": -3033.01289, "homo_ev": -10.74, "homo_lumo_gap_ev": 8.4}


No. 2
{"formula": "C22H46NO11", "method": "wB97M-V/def2-TZVPD", "species": ["C", "C", "O", "O", "C", "O", "C", "C", "C", "C", "C", "O", "O", "C", "C", "N", "H", "H", "H", "H", "H", "H", "H", "H", "H", "H", "C", "C", "O", "H", "H", "H", "H", "H", "H", "C", "C", "O", "H", "H", "H", "H", "H", "H", "C", "C", "O", "H", "H", "H", "H", "H", "H", "C", "C", "O", "H", "H", "H", "H", "H", "H", "C", "C", "O", "H", "H", "H", "H", "H", "H", "C", "C", "O", "H", "H", "H", "H", "H", "H"], "coordinates": [[2.76, -2.96, -0.32], [3.28, -2.72, -1.68], [3.49, -3.52, -2.52], [3.55, -1.34, -1.93], [2.49, -0.56, -2.26], [2.08, -0.38, -3.36], [1.91, 0.15, -1.05], [0.50, -0.24, -0.74], [-0.20, -1.27, -1.33], [-1.50, -1.53, -0.91], [-2.20, -2.70, -1.58], [-1.67, -3.29, -2.46], [-3.44, -2.95, -1.16], [-2.10, -0.76, 0.08], [-1.37, 0.26, 0.64], [-0.11, 0.48, 0.22], [2.11, -3.83, -0.34], [2.25, -2.09, 0.07], [3.58, -3.19, 0.37], [2.53, -0.08, -0.18], [1.98, 1.23, -1.20], [0.24, -1.87, -2.10], [-3.53, -2.89, -0.20], [-3.11, -0.93, 0.41], [-1.74, 0.91, 1.41], [0.39, 1.26, 0.64], [-0.21, 0.67, -7.18], [0.36, 1.68, -6.22], [0.10, 1.34, -4.85], [-1.29, 0.58, -7.04], [-0.02, 0.96, -8.22], [0.23, -0.32, -7.02], [-0.09, 2.66, -6.37], [1.44, 1.78, -6.37], [0.50, 0.48, -4.68], [3.53, -1.48, 3.63], [4.56, -1.06, 2.59], [3.90, -0.53, 1.45], [2.86, -2.22, 3.21], [4.01, -1.89, 4.52], [2.93, -0.61, 3.93], [5.15, -1.91, 2.26], [5.25, -0.31, 3.00], [3.41, 0.25, 1.75], [2.04, 4.15, 1.70], [2.00, 2.77, 2.33], [3.29, 2.31, 2.73], [2.71, 4.15, 0.84], [1.05, 4.47, 1.38], [2.43, 4.88, 2.41], [1.63, 2.03, 1.62], [1.33, 2.76, 3.19], [3.64, 2.94, 3.37], [-0.84, 3.50, -2.07], [-0.76, 4.33, -0.80], [-0.19, 3.58, 0.29], [-1.44, 2.61, -1.91], [-1.28, 4.07, -2.89], [0.15, 3.18, -2.40], [-1.74, 4.64, -0.47], [-0.16, 5.23, -0.97], [0.70, 3.35, 0.02], [0.34, 0.36, 5.61], [-0.72, 0.16, 4.54], [-0.14, -0.26, 3.30], [1.07, 1.10, 5.28], [-0.11, 0.70, 6.55], [0.87, -0.57, 5.80], [-1.24, 1.09, 4.33], [-1.46, -0.57, 4.87], [0.32, -1.09, 3.47], [-7.44, -3.87, -0.53], [-6.50, -3.58, 0.63], [-5.94, -2.26, 0.55], [-6.91, -3.76, -1.48], [-7.83, -4.88, -0.46], [-8.28, -3.17, -0.53], [-5.66, -4.27, 0.62], [-7.02, -3.70, 1.58], [-6.67, -1.64, 0.57]], "mulliken_charge": [-0.269, 0.478, -0.461, -0.296, -0.747, -0.402, 0.704, 1.153, -0.073, 0.269, 0.074, -0.503, -0.397, -0.989, -0.792, 1.164, 0.375, -0.137, 0.261, -0.488, 0.658, 0.859, 0.230, 0.583, 0.658, -0.967, -1.060, -0.254, -0.322, 0.266, 0.356, 0.317, 0.287, 0.261, 0.211, -0.656, -0.456, -0.381, 0.162, 0.417, 0.067, 0.347, 0.325, -0.026, -1.550, 1.412, -0.540, 0.343, 0.424, 0.504, -0.862, 0.115, 0.312, -0.823, -0.393, -0.450, 0.110, 0.476, 0.225, 0.327, 0.294, 0.141, -1.015, -0.347, -0.271, 0.165, 0.387, 0.320, 0.311, 0.350, 0.155, -1.056, -0.177, -0.464, 0.281, 0.332, 0.330, 0.237, 0.316, 0.277], "charge": 1, "energy_ha": -1747.99254, "homo_ev": -12.01, "homo_lumo_gap_ev": 7.6}


No. 3
{"formula": "C22H46O", "method": "wB97M-V/def2-TZVPD", "species": ["C", "C", "C", "C", "C", "C", "C", "C", "C", "C", "C", "C", "C", "C", "C", "C", "C", "C", "C", "C", "C", "C", "O", "H", "H", "H", "H", "H", "H", "H", "H", "H", "H", "H", "H", "H", "H", "H", "H", "H", "H", "H", "H", "H", "H", "H", "H", "H", "H", "H", "H", "H", "H", "H", "H", "H", "H", "H", "H", "H", "H", "H", "H", "H", "H", "H", "H", "H", "H"], "coordinates": [[1.06, 5.84, -0.42], [0.03, 4.76, -0.11], [0.61, 3.68, 0.80], [-0.43, 2.66, 1.27], [-1.07, 1.88, 0.11], [-1.70, 0.56, 0.56], [-2.92, 0.72, 1.47], [-3.51, -0.63, 1.87], [-2.70, -1.32, 2.97], [-3.11, -2.78, 3.21], [-2.68, -3.75, 2.10], [-1.17, -3.92, 2.02], [-0.72, -4.98, 1.01], [-1.15, -4.71, -0.44], [-0.82, -3.31, -0.96], [0.67, -2.99, -1.01], [0.89, -1.53, -1.40], [2.36, -1.11, -1.45], [2.48, 0.40, -1.58], [3.92, 0.88, -1.74], [4.05, 2.40, -1.76], [3.39, 3.07, -2.97], [1.98, 3.06, -2.95], [0.64, 6.59, -1.09], [1.37, 6.35, 0.50], [1.95, 5.42, -0.89], [-0.83, 5.22, 0.39], [-0.32, 4.32, -1.04], [1.41, 3.15, 0.27], [1.05, 4.15, 1.68], [-1.20, 3.17, 1.85], [0.07, 1.94, 1.93], [-1.84, 2.50, -0.36], [-0.31, 1.66, -0.64], [-2.00, 0.01, -0.33], [-0.94, -0.03, 1.08], [-3.68, 1.30, 0.93], [-2.65, 1.28, 2.36], [-3.56, -1.27, 0.99], [-4.53, -0.49, 2.23], [-1.64, -1.29, 2.72], [-2.83, -0.76, 3.90], [-4.20, -2.82, 3.31], [-2.68, -3.11, 4.15], [-3.14, -4.72, 2.30], [-3.06, -3.40, 1.14], [-0.69, -2.97, 1.77], [-0.80, -4.22, 3.01], [-1.13, -5.95, 1.30], [0.37, -5.06, 1.05], [-0.67, -5.45, -1.08], [-2.23, -4.86, -0.52], [-1.33, -2.56, -0.34], [-1.23, -3.22, -1.97], [1.12, -3.16, -0.03], [1.17, -3.64, -1.73], [0.38, -0.90, -0.67], [0.43, -1.34, -2.37], [2.86, -1.44, -0.54], [2.85, -1.60, -2.30], [2.05, 0.86, -0.68], [1.89, 0.74, -2.43], [4.33, 0.47, -2.67], [4.52, 0.48, -0.92], [3.62, 2.81, -0.84], [5.11, 2.67, -1.77], [3.67, 2.55, -3.89], [3.75, 4.11, -3.04], [1.67, 3.47, -2.13]], "nbo_charge": [-0.600, -0.407, -0.375, -0.402, -0.391, -0.394, -0.395, -0.393, -0.398, -0.386, -0.401, -0.402, -0.392, -0.394, -0.397, -0.399, -0.377, -0.378, -0.404, -0.389, -0.419, -0.060, -0.720, 0.212, 0.204, 0.190, 0.199, 0.196, 0.181, 0.199, 0.197, 0.198, 0.198, 0.202, 0.202, 0.190, 0.199, 0.195, 0.192, 0.201, 0.193, 0.201, 0.198, 0.198, 0.201, 0.195, 0.192, 0.202, 0.200, 0.199, 0.201, 0.199, 0.193, 0.202, 0.192, 0.195, 0.191, 0.194, 0.188, 0.192, 0.185, 0.219, 0.194, 0.198, 0.191, 0.210, 0.176, 0.158, 0.463], "relative_energy_kj_mol": 21.4, "energy_ha": -941.11035, "homo_ev": -9.92, "smiles": "CCCCCCCCCCCCCCCCCCCCCCO", "homo_lumo_gap_ev": 10.9}